# 1
This record from the Open Molecules 2025 dataset describes a 2-piece molecular cluster, C5H12O overall. The level of theory is ωB97M-V/def2-TZVPD.

Geometry (Å):
O: -0.044 -1.382 0.836
C: -0.503 0.921 0.401
C: 1.826 -0.112 0.061
C: -1.034 -1.554 -1.979
C: -0.364 1.546 1.804
C: 0.369 -0.316 0.434
H: 1.979 -0.517 -0.945
H: -0.173 1.606 -0.390
H: -0.273 2.632 1.763
H: -1.538 0.641 0.184
H: 2.111 0.945 0.050
H: -1.794 -1.855 -1.255
H: -1.224 1.280 2.421
H: -1.380 -1.713 -3.001
H: 2.467 -0.667 0.751
H: 0.522 1.159 2.323
H: -0.819 -0.493 -1.839
H: -0.130 -2.138 -1.791

As for the structure (SMILES): CCC(C)=O.C. The highest occupied orbital energy comes out at -9.520 eV. Its energy above the lowest of the compared OMol25 structures with the same formula, charge and spin is 10.8 kcal per mole. The HOMO-LUMO gap is 10.420 eV. The value obtained for the total energy is -7426.8433 eV.

Computed Löwdin charges, given in elementary charges:
1 O 0.0609
2 C -0.1974
3 C -0.0119
4 C -0.0429
5 C -0.0799
6 C -0.5221
7 H 0.0873
8 H 0.1101
9 H 0.0716
10 H 0.1108
11 H 0.0813
12 H 0.0318
13 H 0.0788
14 H 0.0218
15 H 0.0877
16 H 0.0794
17 H 0.0067
18 H 0.0262

***

# 2
This record from the Open Molecules 2025 dataset describes one molecule with the formula C5H12O. The level of theory is ωB97M-V/def2-TZVPD.

Geometry (Å):
O: -0.618 -0.146 1.070
C: 1.993 0.275 -0.155
C: -0.687 1.135 1.641
C: -0.499 -0.156 -0.350
C: -1.583 -1.074 -0.903
C: 0.902 -0.616 -0.730
H: -0.779 1.007 2.724
H: -0.654 0.862 -0.740
H: -2.582 -0.666 -0.709
H: -1.503 -2.050 -0.414
H: 0.981 -0.651 -1.824
H: -1.472 -1.226 -1.982
H: 1.027 -1.635 -0.348
H: 1.875 1.310 -0.490
H: 2.987 -0.058 -0.458
H: 1.955 0.270 0.936
H: 0.221 1.718 1.436
H: -1.564 1.702 1.294

As for the structure (SMILES): CC[C@@H](C)OC. The highest occupied orbital energy comes out at -9.604 eV. Its energy above the lowest of the compared OMol25 structures with the same formula, charge and spin is 13.5 kcal per mole. The HOMO-LUMO gap is 10.782 eV. The value obtained for the total energy is -7426.7270 eV.

Computed Löwdin charges, given in elementary charges:
1 O -0.1736
2 C -0.1065
3 C -0.1177
4 C -0.4444
5 C -0.0432
6 C -0.2136
7 H 0.0906
8 H 0.1431
9 H 0.0806
10 H 0.0849
11 H 0.1154
12 H 0.0803
13 H 0.1191
14 H 0.0754
15 H 0.0701
16 H 0.0700
17 H 0.0783
18 H 0.0913

***

# 3
This record from the Open Molecules 2025 dataset describes a 3-piece molecular cluster, C5H12O2 overall at a distorted geometry. The level of theory is ωB97M-V/def2-TZVPD.

Geometry (Å):
O: 0.634 -2.684 -0.995
O: -2.190 -0.740 1.813
C: 2.324 0.638 1.015
C: -0.814 0.618 -1.213
C: -1.991 1.179 -1.083
C: 0.903 0.596 0.670
C: 0.483 0.887 -0.594
H: 2.629 0.203 1.965
H: -2.513 -0.732 0.883
H: -0.575 -0.153 -1.987
H: 1.229 1.045 -1.409
H: -1.202 -0.943 1.697
H: -2.912 0.991 -1.659
H: 0.231 0.398 1.531
H: 2.742 1.663 1.221
H: -2.220 2.004 -0.392
H: 0.224 -2.846 -0.147
H: -0.014 -2.341 -1.589
H: 3.034 0.216 0.273

As for the structure (SMILES): C=C/C=C/C.O.O. The highest occupied orbital energy comes out at -9.166 eV. Its energy above the lowest of the compared OMol25 structures with the same formula, charge and spin is 61.7 kcal per mole. The HOMO-LUMO gap is 9.677 eV. The value obtained for the total energy is -9472.4597 eV.

Computed Löwdin charges, given in elementary charges:
1 O -0.0361
2 O -0.1042
3 C -0.1399
4 C -0.2299
5 C -0.0129
6 C -0.1628
7 C -0.1265
8 H 0.0633
9 H 0.0278
10 H 0.1044
11 H 0.1259
12 H 0.0425
13 H 0.0645
14 H 0.0986
15 H 0.0911
16 H 0.0737
17 H 0.0301
18 H 0.0043
19 H 0.0860

***

# 4
This record from the Open Molecules 2025 dataset describes a 2-piece molecular cluster, C5H12O2 overall at a distorted geometry. The level of theory is ωB97M-V/def2-TZVPD.

Geometry (Å):
O: -2.279 0.196 -1.345
O: 1.174 -0.814 -0.788
C: -0.216 2.002 -0.240
C: 1.834 -2.025 -0.540
C: -0.662 0.708 0.361
C: -1.446 -0.191 -0.312
C: -0.223 0.420 1.760
H: -0.690 1.137 2.441
H: 1.562 -2.786 -1.283
H: 0.866 2.108 -0.167
H: 0.858 0.517 1.852
H: -1.785 0.448 -2.132
H: -0.673 2.825 0.316
H: -0.516 -0.579 2.073
H: 0.059 -0.786 -0.815
H: 2.914 -1.859 -0.612
H: 1.626 -2.419 0.464
H: -0.501 2.098 -1.286
H: -1.902 -1.000 0.253

As for the structure (SMILES): CC(C)=CO.CO. The highest occupied orbital energy comes out at -8.656 eV. Its energy above the lowest of the compared OMol25 structures with the same formula, charge and spin is 63.1 kcal per mole. The HOMO-LUMO gap is 9.406 eV. The value obtained for the total energy is -9472.4006 eV.

Computed Löwdin charges, given in elementary charges:
1 O -0.0189
2 O -0.2199
3 C -0.0322
4 C -0.1977
5 C -0.3321
6 C -0.2212
7 C -0.0506
8 H 0.0904
9 H 0.0713
10 H 0.0911
11 H 0.0863
12 H 0.0953
13 H 0.0940
14 H 0.0820
15 H 0.1118
16 H 0.0735
17 H 0.0695
18 H 0.0763
19 H 0.1310

***

# 5
This record from the Open Molecules 2025 dataset describes one molecule with the formula C5H12O2 at a distorted geometry. The level of theory is ωB97M-V/def2-TZVPD.

Geometry (Å):
O: 0.330 1.662 -0.207
O: -1.126 -0.551 0.962
C: 1.192 -0.847 0.269
C: -0.427 0.736 -0.995
C: -0.290 -0.620 -0.172
C: -1.735 1.746 -0.984
C: 1.373 -1.985 1.282
H: 0.513 2.389 -0.801
H: 0.772 -1.811 2.179
H: -1.597 2.782 -0.538
H: 0.137 0.510 -1.941
H: 2.422 -2.067 1.597
H: -2.105 1.942 -1.984
H: 1.078 -2.957 0.871
H: -2.473 1.297 -0.325
H: 1.558 0.082 0.713
H: 1.825 -1.041 -0.610
H: -0.597 -1.529 -0.719
H: -0.849 0.263 1.406

As for the structure (SMILES): CC[C@@H](O)[C@@H](C)O. The highest occupied orbital energy comes out at -9.669 eV. Its energy above the lowest of the compared OMol25 structures with the same formula, charge and spin is 49.9 kcal per mole. The HOMO-LUMO gap is 10.508 eV. The value obtained for the total energy is -9472.9717 eV.

Computed Löwdin charges, given in elementary charges:
1 O -0.1303
2 O -0.0415
3 C -0.2078
4 C -0.2654
5 C -0.3356
6 C -0.0203
7 C -0.1052
8 H 0.0880
9 H 0.0683
10 H 0.0914
11 H 0.1427
12 H 0.0715
13 H 0.0512
14 H 0.0721
15 H 0.0577
16 H 0.1001
17 H 0.1141
18 H 0.1488
19 H 0.1004

***

# 6
This record from the Open Molecules 2025 dataset describes a 3-piece molecular cluster, C5H12O2 overall at a distorted geometry. The level of theory is ωB97M-V/def2-TZVPD.

Geometry (Å):
O: -1.234 -1.149 -1.681
O: 1.579 -0.284 -2.141
C: -0.325 0.942 0.583
C: -0.296 2.206 -0.228
C: 0.780 0.345 1.029
C: 0.881 -0.996 1.677
C: -0.146 -1.828 1.769
H: -0.068 -2.876 2.002
H: -1.149 -1.517 1.504
H: 0.903 0.044 -2.745
H: -1.381 -0.456 -1.026
H: 1.735 0.810 0.812
H: 1.026 -0.772 -1.515
H: -2.022 -1.646 -1.896
H: -1.292 2.546 -0.474
H: 0.169 2.994 0.364
H: 0.296 2.153 -1.133
H: 1.832 -1.098 2.177
H: -1.289 0.581 0.922

As for the structure (SMILES): C=C/C=C/C.O.O. The highest occupied orbital energy comes out at -8.758 eV. Its energy above the lowest of the compared OMol25 structures with the same formula, charge and spin is 49.4 kcal per mole. The HOMO-LUMO gap is 9.246 eV. The value obtained for the total energy is -9472.9916 eV.

Computed Löwdin charges, given in elementary charges:
1 O -0.0416
2 O -0.0687
3 C -0.1986
4 C -0.0977
5 C -0.1311
6 C -0.1630
7 C 0.0046
8 H 0.0523
9 H 0.0511
10 H 0.0267
11 H 0.0107
12 H 0.1111
13 H 0.0013
14 H 0.0439
15 H 0.0658
16 H 0.0774
17 H 0.0660
18 H 0.0918
19 H 0.0980

***

# 7
This record from the Open Molecules 2025 dataset describes one molecule with the formula C5H12O2. The level of theory is ωB97M-V/def2-TZVPD.

Geometry (Å):
O: 2.026 -0.653 -1.132
O: -0.550 0.808 0.840
C: -2.791 0.289 1.407
C: 2.305 -0.748 -2.504
C: 0.939 0.195 -0.863
C: 0.672 0.150 0.630
C: -1.353 0.334 1.899
H: 1.147 1.229 -1.186
H: -2.851 -0.357 0.523
H: -1.017 -0.666 2.213
H: 1.493 0.628 1.183
H: -3.130 1.290 1.120
H: 2.584 0.226 -2.935
H: 0.030 -0.139 -1.388
H: 1.444 -1.139 -3.069
H: -3.468 -0.108 2.172
H: -1.250 1.003 2.764
H: 0.626 -0.905 0.941
H: 3.143 -1.439 -2.617

As for the structure (SMILES): CCOCCOC. The highest occupied orbital energy comes out at -9.704 eV. Its energy above the lowest of the compared OMol25 structures with the same formula, charge and spin is 39.0 kcal per mole. The HOMO-LUMO gap is 10.805 eV. The value obtained for the total energy is -9473.4431 eV.

Computed Löwdin charges, given in elementary charges:
1 O -0.1865
2 O -0.1564
3 C -0.0767
4 C -0.1234
5 C -0.2213
6 C -0.2019
7 C -0.2813
8 H 0.1328
9 H 0.0772
10 H 0.1139
11 H 0.1318
12 H 0.0763
13 H 0.0893
14 H 0.1310
15 H 0.0893
16 H 0.0742
17 H 0.1172
18 H 0.1265
19 H 0.0881

***

# 8
This record from the Open Molecules 2025 dataset describes a 2-piece molecular cluster, C5H12O2 overall at a distorted geometry. The level of theory is ωB97M-V/def2-TZVPD.

Geometry (Å):
O: -0.211 -0.172 -1.731
O: 0.473 -1.220 1.004
C: -1.920 0.271 1.333
C: 1.177 -0.340 -1.623
C: -0.787 0.667 0.450
C: 1.555 0.507 -0.405
C: 0.585 0.153 0.721
H: -2.223 -1.182 -1.262
H: -2.066 -0.804 1.312
H: 1.398 1.565 -0.654
H: 1.353 -1.601 1.105
H: 1.670 0.052 -2.523
H: -2.840 0.785 1.049
H: 2.606 0.399 -0.108
H: -1.671 0.565 2.372
H: -0.860 -0.958 -1.540
H: 0.909 0.710 1.630
H: -0.792 1.701 0.097
H: 1.510 -1.378 -1.485

The highest occupied orbital energy (alpha / beta) comes out at -6.950 / -10.100 eV. Its energy above the lowest of the compared OMol25 structures with the same formula, charge and spin is 141.0 kcal per mole. The HOMO-LUMO gap (alpha / beta) is 5.682 / 10.759 eV. The value obtained for the total energy is -9469.0198 eV.

Computed Löwdin charges, given in elementary charges:
1 O -0.1721
2 O -0.0230
3 C -0.1255
4 C -0.2653
5 C -0.0916
6 C -0.1308
7 C -0.4372
8 H 0.1763
9 H 0.0593
10 H 0.1200
11 H 0.1027
12 H 0.1153
13 H 0.0720
14 H 0.1171
15 H 0.0868
16 H 0.0131
17 H 0.1551
18 H 0.1110
19 H 0.1168